# 1
79
Properties=species:S:1:pos:R:3:forces:R:3:lowdin_charge:R:1 method="wB97M-V/def2-TZVPD" total_charge=-1 lumo_ha=-0.1131 largest_force_ha_per_bohr=0.187 homo_lumo_gap_ev=1.3
C 1.411836 1.988437 0.982871 -0.09 -0.64 -0.12 -0.173
H -2.137227 -4.179649 -2.263993 0.69 0.01 -0.04 0.071
H 4.906729 -4.445531 -0.924961 -2.08 -0.06 -0.09 -0.032
O -1.611246 5.941416 4.800279 -0.72 -0.69 0.97 -0.304
C 1.470664 -3.109288 -1.444504 -2.48 -1.26 0.57 -0.482
H -2.453931 -2.587751 -1.716550 0.03 0.68 0.68 0.076
C 0.968742 -2.155138 -2.638328 2.14 2.56 -0.05 -0.229
C 1.654218 3.272013 0.225432 0.13 -0.03 -0.47 -0.175
O -6.238362 -2.943152 1.482559 -0.31 -0.67 0.20 -0.159
H 1.342831 -0.197282 -3.744201 0.65 -1.04 1.76 0.123
O -1.879774 -2.716637 -3.721830 0.09 0.23 0.37 -0.207
H -6.958102 1.160783 -3.893244 0.15 -0.21 0.12 0.114
O -4.578965 5.252665 8.056742 1.43 -0.41 -0.41 -0.324
O -3.453748 -2.742415 0.617693 -1.61 0.28 -0.20 -0.059
O 5.554834 -1.815752 -3.464297 3.02 -2.77 5.11 0.024
C 1.054725 3.867894 2.344977 -0.83 0.57 1.40 -0.467
S -1.569889 4.763307 5.636574 2.84 -0.27 -2.92 0.490
C -2.490951 -3.203236 -2.647160 -0.37 -1.59 -0.29 -0.340
H -5.394298 -2.681053 1.121028 1.00 0.88 -0.32 -0.118
C 5.296003 -1.688253 -1.018173 -1.69 0.43 -0.84 -0.124
H -2.417388 -1.822572 2.183812 -0.52 0.53 -0.30 0.115
Ca 6.838400 -3.924116 -0.241795 -0.80 -1.15 5.57 0.985
C 6.008550 -2.289388 -2.386336 -6.05 6.05 -4.34 -0.616
H 5.606014 -2.241973 -0.050281 -0.79 1.22 -0.97 0.023
C -4.142690 0.255751 -2.190650 0.06 -0.13 0.03 0.022
H 2.596101 3.248523 -0.325209 -0.13 0.19 0.03 0.097
H 0.842429 3.503288 -0.470945 0.03 -0.03 0.04 0.130
C -5.368985 0.133492 -2.841102 0.41 0.80 0.08 -0.131
H 0.077553 -2.474323 -3.303642 0.75 0.32 1.62 0.092
H 3.892169 -4.214852 0.644448 -0.10 -0.56 -1.56 0.106
O 0.868869 4.548751 3.315471 0.72 -0.13 -0.99 0.132
H 5.629344 -0.582904 -0.933952 -0.56 -1.72 -0.15 0.146
H 3.292143 -5.365974 -0.747115 0.75 1.53 0.33 0.114
O -5.417075 -2.132021 -2.448677 -0.52 0.71 -0.31 0.077
C 1.647155 -0.897331 -2.888076 0.29 -2.01 2.63 -0.068
H 6.212581 2.769940 -0.458307 0.01 0.03 0.13 0.076
O 1.705505 4.296090 1.224005 0.20 0.10 0.07 0.018
O -7.055650 -1.263473 -3.565527 0.41 0.11 0.18 0.058
O -4.492264 3.791774 6.109515 1.11 0.51 0.35 -0.305
O -1.570672 3.490852 4.949295 -0.75 0.66 0.85 -0.311
H -3.686468 3.595108 -2.586135 -0.07 -0.11 0.02 0.103
H -0.489627 2.465643 1.923095 0.02 0.03 0.22 0.141
C -4.162681 2.621330 -2.653395 0.01 -0.04 0.00 -0.080
C -1.652874 -3.740093 1.692030 0.42 -0.43 0.59 -0.095
C -3.540047 1.506135 -2.100929 -0.26 0.06 -0.16 -0.059
O 5.949479 2.849646 1.576164 0.13 -0.12 0.24 -0.132
S -3.873483 4.865268 6.852431 -3.19 0.02 0.64 0.484
H 0.929431 1.217652 0.379212 0.12 0.09 -0.05 0.115
H -3.577756 -3.388818 -2.726619 -0.13 0.62 -0.28 0.064
Ca 9.565649 -4.409363 -3.471549 2.55 -0.95 -1.09 0.743
C 3.031594 -3.076066 -1.073445 1.60 2.66 -1.49 -0.207
H -2.582152 1.611259 -1.602260 -0.13 -0.07 -0.04 0.106
H -1.121394 -3.790072 2.650016 0.00 0.01 0.03 0.062
Br 2.505743 -3.665045 -3.643858 1.34 -2.28 -1.51 0.451
H 5.210323 2.915133 2.194992 0.21 0.08 -0.11 0.078
C 3.821957 -4.383810 -0.500354 -0.91 1.43 0.39 -0.062
H 4.846205 3.769766 0.095839 -0.02 -0.08 -0.23 0.080
C 3.703541 -1.804641 -1.321331 -0.86 -2.43 1.67 -0.133
N -2.310504 4.840401 7.024242 -0.56 0.09 -0.17 -0.312
H -5.875002 3.367647 -3.719244 0.01 -0.13 0.05 0.101
C 2.884089 -0.582227 -1.918517 -0.99 2.05 -1.13 -0.300
Br 7.452893 -3.706490 -2.407171 0.96 -0.62 -4.28 0.255
C -2.843853 -2.766689 1.800963 2.29 -0.71 -0.13 -0.415
N -5.993971 -1.185522 -2.959084 -0.11 -0.78 0.13 -0.329
C 5.399694 2.843182 0.265583 -0.26 -0.02 0.26 -0.164
H -0.933360 -3.414856 0.935237 -0.29 0.04 0.00 0.041
H 4.734597 1.983281 0.150845 -0.09 0.08 -0.31 0.052
C 0.576859 2.453577 2.159054 0.33 -0.43 -0.22 -0.072
O 3.225913 0.612217 -1.665692 -0.14 -3.50 -0.57 -0.034
H -3.647042 -0.605779 -1.755841 -0.24 -0.03 -0.11 0.106
O 0.658242 -3.870505 -0.863669 3.14 2.19 -1.48 0.005
H -3.423592 -3.115213 2.676875 -0.82 -0.08 -0.29 0.142
C -6.001387 1.247229 -3.389875 -0.06 0.04 -0.06 -0.009
H 0.767185 1.855110 3.049500 -0.36 0.26 0.08 0.132
H 2.364580 1.586459 1.345231 -0.02 0.00 -0.09 0.107
F -0.055352 4.818642 6.150244 -0.45 0.02 0.81 -0.210
H -1.977090 -4.755956 1.445489 -0.07 0.19 -0.07 0.076
C -5.392667 2.494125 -3.292914 0.16 -0.21 0.10 -0.080
F -4.133850 6.131429 5.918992 0.23 0.03 -0.07 -0.207


# 2
67
Properties=species:S:1:pos:R:3:forces:R:3:lowdin_charge:R:1 method="wB97M-V/def2-TZVPD" total_charge=+1 lumo_ha=-0.0869 largest_force_ha_per_bohr=0.052 homo_lumo_gap_ev=8.1
C -0.163279 2.730985 -3.165720 1.92 1.17 -1.45 -0.482
N -0.315832 -2.201803 -0.354039 -0.10 -1.88 -0.12 0.232
C -6.247260 -1.439141 -3.323679 0.57 0.30 -0.04 -0.066
N -0.777749 -0.715261 1.308855 -0.04 0.61 0.51 0.116
C 1.300026 0.848998 3.098905 -0.47 -0.46 0.51 -0.145
O 2.359367 -2.315519 -4.479207 0.28 -0.11 -0.27 0.050
H 4.690913 -0.871661 4.292963 -0.15 -0.19 0.02 0.086
C 4.663803 -0.299285 3.368837 -0.21 0.30 0.05 0.025
H -1.029914 -1.512278 1.870132 -0.03 0.02 0.10 0.163
C 3.262410 0.979405 7.208954 0.10 -0.11 -0.33 -0.051
H 3.451174 0.729834 8.254785 -0.15 -0.05 -0.19 0.092
C -0.338528 -0.977541 0.088227 -0.28 0.49 0.68 -0.481
H 2.556550 1.810291 7.173800 0.05 0.00 0.05 0.084
H -5.976374 -2.027244 -5.382757 0.12 0.10 0.13 0.110
H 2.215132 -3.203367 -4.849659 0.01 0.46 0.27 0.122
H -0.618854 -2.960957 0.229019 0.02 -0.16 -0.17 0.138
N 2.726165 -0.191025 6.510421 0.33 0.79 0.94 0.041
H 3.429064 2.678366 4.322678 -0.02 -0.05 0.01 0.155
C -3.713535 -0.253949 -3.546796 0.50 0.08 0.04 -0.302
H -2.354938 1.231562 -3.110478 -0.16 -0.71 -0.27 0.086
H 1.681370 -0.018418 2.560210 0.10 -0.06 0.04 0.104
O -1.129049 2.506377 -2.243351 0.23 0.17 -0.12 0.057
H -2.029113 0.742906 2.145700 0.00 -0.04 -0.24 0.121
H 1.496058 1.725015 5.037417 0.06 0.28 0.06 0.146
C -1.262554 -0.330753 -3.877171 0.15 -0.33 0.23 -0.252
O 0.672351 3.601324 -3.035425 -1.03 -0.62 0.65 0.118
H 3.846659 -0.639644 2.740930 -0.16 -0.26 0.08 0.069
H -1.049086 3.270782 -1.645657 -0.16 -0.13 0.09 0.142
H 4.207142 1.287081 6.755404 -0.07 0.11 0.11 0.084
C -4.279701 -0.928255 -4.648651 -0.59 -0.10 0.37 -0.565
N 0.089188 -0.057388 -0.728159 0.39 1.40 -0.29 0.256
C 1.173527 -1.674627 -4.276728 -0.30 -0.24 -0.01 -0.332
H 0.062636 -3.482020 -3.902407 0.01 0.06 -0.04 0.122
Cl -3.458307 -1.019894 -6.193110 -0.18 0.13 0.70 0.723
N 3.368755 1.684331 4.154406 -1.82 0.05 1.07 0.100
H -0.640417 1.417484 1.300901 0.00 -0.18 -0.14 0.112
C 4.514980 1.176833 3.686005 1.83 -0.55 -0.80 -0.546
H -6.247313 -0.684956 -1.304712 0.13 0.01 -0.12 0.107
C -1.184964 -1.729729 -3.767776 0.33 0.15 -0.08 -0.041
H 5.604015 -0.447076 2.838638 -0.10 0.18 0.12 0.092
H 0.010078 -2.381220 -1.287764 -0.03 -0.24 -0.15 0.108
C 0.024708 -2.398606 -3.969681 -0.44 0.46 0.09 -0.035
C -0.101680 0.401038 -4.202184 0.21 -0.45 -0.15 -0.157
H 0.362083 -0.295131 -1.667104 0.01 0.16 -0.24 0.109
H -7.230425 -1.895186 -3.240631 0.22 0.10 0.01 0.114
H -2.072943 -2.310925 -3.538426 0.03 0.15 -0.01 0.120
H -0.437573 -0.176823 3.896658 -0.05 0.00 0.09 0.116
C -4.432183 -0.161163 -2.343184 -0.86 -0.77 -0.52 -0.560
C -0.146023 1.899699 -4.445711 -0.49 -0.64 0.45 -0.025
C -5.693323 -0.757815 -2.236157 0.05 0.14 -0.07 -0.098
Cl -3.753891 0.671066 -0.958334 -0.10 -0.21 -0.33 0.694
C 2.187268 -0.247703 5.289896 0.18 -0.71 -1.01 -0.479
H -1.039074 2.145002 -5.027318 -0.14 -0.04 0.09 0.141
C 2.071368 1.028283 4.428419 0.50 0.47 -0.51 -0.201
H 2.783087 -1.080410 6.983639 -0.06 -0.01 -0.16 0.150
O 5.462902 1.921690 3.507064 0.02 0.19 0.07 0.049
H 2.015700 0.250758 -4.655891 -0.15 -0.02 0.01 0.137
O 1.831192 -1.326975 4.839033 -0.47 0.00 -0.39 0.043
C -0.218601 0.704913 3.293265 0.54 -0.15 -0.49 -0.166
H 0.073424 0.901972 -0.440426 0.06 0.14 -0.31 0.106
H 1.471807 1.729283 2.476520 0.20 0.09 0.13 0.123
C -0.963229 0.604157 1.951692 -0.06 -0.22 0.61 -0.147
H -0.586371 1.584057 3.823730 -0.17 -0.01 0.01 0.123
C -5.541853 -1.517583 -4.527106 0.16 0.07 0.14 -0.093
N -2.455435 0.351532 -3.624911 0.09 0.82 -0.16 0.053
H 0.715115 2.202276 -5.049402 -0.15 0.08 0.45 0.135
C 1.109350 -0.285967 -4.387392 -0.20 -0.04 0.17 0.045


# 3
60
Properties=species:S:1:pos:R:3:forces:R:3:lowdin_charge:R:1 method="wB97M-V/def2-TZVPD" relative_energy_kcal_mol=5.08 lumo_ha=0.0269 largest_force_ha_per_bohr=0.012 homo_lumo_gap_ev=8.9 smiles=COc1ccc(CN2CCN(CCc3ccccc3)[C@@H](CCO)C2)c(Cl)c1OC
H 1.133163 -5.220759 5.496857 -0.08 0.06 0.01 0.096
C -1.616406 -2.905654 1.669942 0.07 -0.10 -0.13 -0.043
C 1.870275 2.906202 -0.800300 -0.31 0.12 -0.11 -0.136
H -0.201336 3.438808 -0.626036 -0.02 0.02 -0.05 0.127
H -1.599029 1.989593 0.348835 -0.01 -0.05 -0.02 0.148
H -0.579642 -5.011204 5.057630 0.03 0.03 -0.01 0.098
O -4.543780 0.668399 -0.691936 -0.26 -0.52 0.07 -0.078
H 1.354904 0.472432 -2.089152 -0.02 -0.02 -0.06 0.117
C -1.457936 1.289604 -0.484141 -0.33 -0.15 0.00 -0.289
H -1.281062 -3.275196 3.730730 0.01 -0.01 0.12 0.103
H 0.280362 2.971070 -2.268145 -0.06 0.06 0.06 0.127
C 2.442674 6.584191 -0.113529 -0.02 0.09 0.06 -0.089
H -3.896639 2.497935 -0.204467 0.00 0.04 -0.07 0.121
H -1.016255 -0.302489 0.893350 -0.03 0.02 -0.03 0.129
C -1.922854 -2.419886 -0.779265 -0.02 -0.03 -0.10 -0.159
C 0.439928 -4.658266 4.872892 -0.05 0.04 0.21 -0.080
C 2.105640 5.253562 0.057477 0.00 -0.03 -0.02 -0.048
Cl 0.370026 -4.400689 -1.436356 0.03 -0.05 -0.32 0.779
O 1.556061 -5.417520 0.802389 -0.33 0.43 0.09 -0.119
H -2.723522 -0.226006 0.373306 0.06 -0.03 0.02 0.113
H -2.471909 0.834496 -2.331448 -0.01 0.10 -0.13 0.111
O 0.844944 -4.908395 3.549923 -0.02 0.06 -0.50 -0.114
C 2.954208 7.020982 -1.323647 0.03 0.10 -0.02 -0.100
C 3.126468 6.119236 -2.359655 0.02 0.07 -0.09 -0.089
H 2.819999 -5.694533 2.428771 -0.05 -0.09 -0.07 0.094
H 2.498574 2.261911 -1.416096 0.05 -0.05 0.04 0.107
H 0.510684 -3.595030 5.123144 -0.02 -0.04 -0.01 0.098
H -2.144741 2.561252 -2.087237 0.00 0.03 -0.10 0.113
H -4.482218 2.350272 -1.875361 0.09 0.03 0.17 0.114
C -2.467795 1.641387 -1.595767 -0.06 0.05 0.46 -0.132
C -1.229082 -3.132612 0.357947 0.00 -0.02 0.06 -0.230
H -2.990377 -2.345061 -0.552381 0.03 -0.07 -0.02 0.126
H 0.613566 -1.247646 -0.572150 0.01 -0.03 -0.04 0.130
H 1.545227 -6.924349 2.231820 0.06 0.04 -0.03 0.098
C -3.893961 1.853674 -1.087632 0.23 0.43 -0.41 -0.262
C 2.277844 4.339004 -0.974207 0.13 -0.08 -0.03 -0.247
C -0.946656 -3.488710 2.728962 0.07 -0.07 0.13 -0.011
H -0.239870 0.605754 -2.854158 0.05 -0.02 0.01 0.124
C -0.158148 -3.995549 0.158427 0.06 -0.10 0.29 -0.502
H -1.798840 -2.991322 -1.702116 -0.14 0.02 0.10 0.096
C 0.280983 0.410239 -1.901408 0.08 -0.23 0.08 -0.162
H 0.136234 -1.710535 -2.226297 0.04 0.03 0.05 0.100
H 3.219016 8.059459 -1.458048 0.02 0.08 -0.01 0.098
H 1.707996 4.915918 1.004197 -0.04 -0.05 0.11 0.112
C 0.538085 -4.610628 1.205125 0.09 -0.09 -0.09 -0.218
N -0.063758 1.386896 -0.886478 0.05 -0.02 0.00 -0.138
C 2.789104 4.788810 -2.185018 -0.01 0.00 0.03 -0.047
H 2.902249 -6.855927 1.079901 -0.05 0.02 0.06 0.096
H -2.460613 -2.265158 1.870796 -0.10 0.10 0.01 0.114
C -1.690775 -0.131204 0.037755 -0.05 0.26 0.16 -0.150
H 3.526182 6.453407 -3.306241 0.03 0.03 -0.07 0.100
H 1.979455 2.599885 0.240626 0.01 -0.05 -0.01 0.120
C -0.048743 -0.999839 -1.419005 0.14 0.19 -0.29 -0.178
N -1.445608 -1.070364 -1.038417 -0.03 0.02 -0.01 -0.146
H 2.306997 7.282824 0.699534 -0.01 0.05 0.06 0.100
C 2.233890 -6.261912 1.703459 0.34 -0.37 0.26 -0.067
C 0.138893 -4.330504 2.524932 0.05 -0.06 0.02 -0.189
H -4.455702 0.027120 -1.407027 -0.02 0.04 0.05 0.089
C 0.395531 2.724495 -1.199162 0.25 -0.15 0.14 -0.190
H 2.928094 4.088127 -2.996447 0.02 -0.09 -0.08 0.112


# 4
59
Properties=species:S:1:pos:R:3:forces:R:3:lowdin_charge:R:1 method="wB97M-V/def2-TZVPD" relative_energy_kcal_mol=9.24 lumo_ha=0.0119 largest_force_ha_per_bohr=0.012 homo_lumo_gap_ev=8.5 smiles="CCN(CC)CCCCCC(=O)Nc1ccccc1C(=O)Nc1ccccc1"
H -3.427718 5.587765 0.913329 0.05 0.06 0.03 0.105
H 0.766911 -1.309858 -4.212584 0.01 0.00 0.02 0.101
H 2.450161 -4.678301 2.424092 -0.07 0.06 -0.09 0.119
H 0.490493 -2.681284 1.993262 0.01 -0.03 0.07 0.118
H 3.271868 -1.814955 6.073728 -0.01 0.04 0.14 0.069
C -1.969045 1.901138 -2.264740 -0.12 -0.07 0.05 -0.376
H 4.836008 -3.921613 2.576649 0.10 -0.03 0.07 0.060
H -3.568728 1.018978 -4.285920 -0.05 0.04 0.02 0.111
C 1.117288 -0.628621 2.152959 -0.05 -0.37 -0.19 -0.184
H 2.024739 -0.998635 5.130391 -0.09 0.11 0.03 0.062
C 1.791570 0.098114 -2.160582 0.30 0.25 0.17 -0.470
H 4.543554 -2.748401 1.294497 0.05 0.11 -0.06 0.067
C -5.285438 2.732083 -0.860005 0.10 -0.03 -0.04 -0.033
H 0.311496 1.494822 -1.928391 0.14 -0.20 -0.16 0.103
H -5.807293 1.928153 -1.361782 -0.05 -0.08 -0.05 0.109
H 3.699087 -0.983722 4.571493 0.08 0.09 -0.04 0.075
C -3.916216 2.898671 -1.065156 -0.10 0.33 0.27 -0.216
H 3.557490 0.485400 -1.051147 -0.06 0.01 -0.09 0.122
H 0.510959 -2.060786 3.643273 -0.01 -0.08 -0.03 0.113
C -2.627826 0.488665 -4.230498 0.11 -0.02 0.03 -0.044
H 2.626958 1.939057 -1.465488 0.05 0.02 -0.04 0.122
C 1.061636 -2.061742 2.695160 -0.04 0.43 0.01 -0.206
H 1.173696 -1.167703 0.070226 0.00 -0.11 -0.06 0.118
C 2.938688 -1.582903 5.064754 -0.02 -0.32 -0.05 -0.086
H -0.966395 -1.968037 -5.831530 0.04 -0.07 -0.05 0.108
H 0.880386 1.309688 0.192717 -0.01 0.08 0.06 0.107
H -7.035981 3.446124 0.126663 -0.08 -0.02 0.00 0.103
H 3.633445 -3.458358 4.311762 -0.05 -0.04 0.02 0.104
C -3.250573 3.935689 -0.419121 0.24 0.00 -0.07 -0.013
C -0.188421 -0.812446 -4.220612 0.19 -0.10 -0.03 0.005
C -2.379665 -0.509884 -5.149737 -0.12 -0.07 -0.08 -0.087
N 2.396261 -2.605868 2.892007 -0.03 -0.13 -0.01 -0.201
C -5.975768 3.586458 -0.023234 -0.01 -0.01 0.00 -0.090
H 1.694915 -0.011653 2.842123 -0.01 0.06 0.10 0.106
C 1.761090 -0.570504 0.772083 -0.18 0.34 0.25 -0.208
C -0.412432 0.219222 -3.306361 -0.27 -0.12 -0.20 -0.143
N -3.285021 2.004532 -1.936194 -0.23 -0.30 -0.27 0.136
H -5.851126 5.285882 1.273695 -0.05 0.05 0.06 0.099
C -5.311348 4.617999 0.619774 -0.04 0.09 0.09 -0.098
H -2.193837 4.071529 -0.573250 0.00 -0.01 0.00 0.098
C -1.162715 -1.175140 -5.125810 -0.14 0.17 0.07 -0.066
C 1.874348 0.859146 0.249664 0.11 -0.27 -0.09 -0.195
N 0.568892 0.642763 -2.429524 -0.21 0.45 0.33 0.147
H -3.908023 1.324977 -2.350273 0.24 0.09 0.07 0.127
H 0.101546 -0.227690 2.106106 -0.06 0.09 0.01 0.115
C 2.552960 0.904381 -1.123671 0.02 -0.02 0.11 -0.106
C 4.242009 -3.714075 1.690507 -0.30 -0.08 0.03 -0.084
C -3.952498 4.785278 0.416872 -0.17 -0.02 0.02 -0.078
H -3.129749 -0.767600 -5.881710 -0.06 -0.01 -0.06 0.102
O -1.096412 2.587671 -1.744519 -0.03 0.13 0.06 0.052
H 4.454795 -4.479199 0.948144 0.10 -0.11 -0.06 0.070
H 2.463499 1.454729 0.950609 -0.04 0.06 0.01 0.118
H 2.755323 -1.013120 0.833891 0.09 -0.08 -0.07 0.109
C 2.713691 -2.872062 4.281580 0.07 0.19 0.13 -0.264
H 1.922587 -3.469356 4.773449 0.10 -0.02 -0.08 0.119
O 2.231622 -0.906651 -2.674166 0.10 -0.28 -0.11 0.072
C 2.747970 -3.700557 2.004220 0.26 -0.03 -0.09 -0.262
H 2.208763 -3.562748 1.065257 -0.04 -0.05 0.05 0.108
C -1.674475 0.854562 -3.278932 0.21 -0.20 -0.24 -0.068


no.,highest occupied orbital energy (Ha)
1,-0.1611
2,-0.3847
3,-0.3016
4,-0.3012